# 1
88
Properties=species:S:1:pos:R:3:forces:R:3 method="wB97M-V/def2-TZVPD" e_homo_ev="-6.7 / -7.1" multiplicity=2 total_charge=0 energy_ev=-104848.3009 orbital_gap_ev="6.50 / 6.90" max_force_ev_per_a=1.26
Cr 0.28045 -0.27700 0.15201 -1.027 -0.710 0.143
S 3.97972 2.36940 -0.41795 -0.089 0.135 0.047
C 4.56160 0.77750 -0.29598 0.155 0.058 -0.033
C 3.55006 -0.11541 -0.15284 -0.251 -0.004 -0.164
C 2.21949 0.43742 -0.12584 0.148 0.041 0.305
C 2.34375 1.80484 -0.25072 0.037 0.137 -0.026
C 1.26629 2.77012 -0.13464 0.117 -0.036 0.014
C 1.48876 4.15183 -0.22871 0.150 -0.020 -0.027
C 0.44234 5.03342 -0.09718 0.080 0.019 0.001
C -0.81964 4.51421 0.14660 -0.071 0.068 0.003
C -0.95375 3.14616 0.24162 0.025 -0.046 0.139
N 0.04609 2.26133 0.10427 -0.084 0.130 -0.108
H 5.62470 0.57632 -0.34922 -0.162 -0.001 -0.010
H 3.77012 -1.15378 -0.07251 0.003 -0.246 -0.087
H 2.49574 4.51031 -0.40281 -0.074 0.007 -0.011
H 0.60250 6.10285 -0.17395 0.015 -0.065 -0.007
H -1.69102 5.14837 0.25828 0.080 -0.061 0.021
H -1.93152 2.74919 0.45770 0.031 -0.017 -0.021
I -2.58686 0.28548 0.20364 0.326 -0.261 -0.119
C -3.53289 0.08021 2.06941 0.541 0.031 -0.053
C -4.88180 0.03496 1.89975 -0.430 -0.009 0.118
C -5.75303 -0.08535 3.00023 -0.145 0.013 -0.259
C -5.22946 -0.13449 4.24818 -0.038 -0.004 0.149
C -3.83135 -0.07663 4.45714 0.166 0.018 -0.281
C -3.36950 -0.09102 5.78900 -0.216 -0.008 0.087
C -2.04558 -0.01580 6.06251 0.328 0.030 0.074
C -1.13313 0.03642 4.99648 -0.038 0.024 0.252
C -1.50569 0.03151 3.67622 -0.163 -0.071 -0.256
P -0.01496 -0.09154 2.56946 0.690 -0.069 -0.282
C 0.75783 -1.57855 3.31517 -0.113 -0.084 0.002
C 0.19043 -2.79309 2.92558 0.019 0.002 0.038
C 0.65203 -3.99390 3.44128 0.024 0.019 0.011
C 1.70568 -3.99519 4.34811 0.001 0.011 -0.049
C 2.28067 -2.79326 4.73594 0.030 0.003 0.011
C 1.80559 -1.58805 4.22973 0.015 0.009 0.069
C 0.95986 1.34526 3.14941 -0.118 0.063 0.068
C 0.31446 2.50994 3.56913 0.040 -0.003 -0.041
C 1.04327 3.64911 3.88309 -0.030 -0.016 -0.010
C 2.42909 3.63072 3.80095 0.017 0.019 0.010
C 3.08001 2.47632 3.38774 -0.022 -0.018 -0.063
C 2.35049 1.34532 3.04360 -0.024 0.112 -0.024
C -2.90580 0.00829 3.35470 -0.291 0.011 0.183
H -5.28663 0.09761 0.89653 -0.069 -0.032 0.108
H -6.82432 -0.12925 2.84248 0.079 0.009 -0.027
H -5.87672 -0.21287 5.11667 0.089 0.008 -0.068
H -4.10034 -0.15267 6.59011 0.047 -0.002 -0.097
H -1.69069 -0.01345 7.08610 0.040 0.005 -0.073
H -0.07830 0.07539 5.22943 0.028 -0.045 0.092
H -0.61261 -2.80266 2.19925 0.030 -0.015 0.047
H 0.20149 -4.92532 3.11705 0.019 0.058 -0.014
H 2.08474 -4.93169 4.74174 -0.027 0.055 -0.012
H 3.10588 -2.78895 5.44027 -0.062 0.010 -0.045
H 2.25484 -0.66075 4.56454 -0.012 -0.045 -0.017
H -0.76698 2.52832 3.64520 0.041 0.033 0.008
H 0.52673 4.54990 4.19664 0.028 -0.066 -0.023
H 3.00138 4.51673 4.05394 -0.040 -0.065 -0.016
H 4.16037 2.45839 3.31181 -0.033 -0.008 -0.018
H 2.86628 0.46946 2.67612 0.040 -0.037 -0.053
C -3.14770 -2.99211 0.82506 -0.054 -0.068 -0.092
C -2.51048 -3.48372 -0.48159 0.141 0.205 0.048
C -2.55936 -2.56249 -1.70808 -0.045 -0.165 0.051
C -1.12619 -4.06575 -0.20577 0.056 0.246 -0.067
C -1.17872 -5.42979 0.08305 -0.149 0.019 -0.023
C -0.05696 -6.20619 0.25695 0.023 -0.071 0.033
C 1.15637 -5.59117 0.03624 0.050 0.013 -0.046
C 1.27992 -4.22958 -0.22909 -0.155 0.226 -0.021
C 2.70870 -3.80752 -0.49908 -0.035 0.269 0.108
C 2.84563 -3.06235 -1.83115 0.096 0.007 0.143
C 3.28123 -3.17691 0.77555 0.081 -0.118 -0.036
C 0.13030 -3.36400 -0.22895 -0.237 -0.136 0.108
N 0.20738 -1.94480 -0.24483 0.372 -0.108 -0.093
H -4.11963 -2.51301 0.65901 0.126 -0.031 0.008
H -2.50215 -2.30008 1.35919 -0.011 0.058 0.041
H -3.30293 -3.85456 1.48100 -0.002 0.066 -0.025
H -3.11534 -4.34377 -0.76900 -0.041 -0.075 -0.041
H -1.77736 -1.81249 -1.69660 0.082 0.117 0.008
H -3.53265 -2.07133 -1.79864 0.051 -0.045 0.030
H -2.40804 -3.17072 -2.60415 0.008 0.037 0.040
H -2.16024 -5.89513 0.14260 0.086 0.058 -0.006
H -0.12730 -7.26288 0.49316 0.011 0.098 -0.046
H 2.06509 -6.18765 0.05040 -0.079 0.080 0.037
H 3.26503 -4.73567 -0.63667 0.008 -0.078 -0.010
H 2.29110 -2.13061 -1.84470 -0.058 0.190 0.043
H 2.44068 -3.70039 -2.62220 0.044 0.057 0.028
H 3.89373 -2.85695 -2.07318 -0.075 0.022 0.087
H 2.74404 -2.27297 1.04988 -0.067 0.013 0.100
H 4.35276 -2.96284 0.69163 -0.098 0.041 -0.038
H 3.15379 -3.89012 1.59253 0.020 -0.001 0.022


# 2
10
Properties=species:S:1:pos:R:3:forces:R:3 method="wB97M-V/def2-TZVPD" e_homo_ev=-8.6 multiplicity=1 total_charge=0 energy_ev=-22785.0466 orbital_gap_ev=7.51 max_force_ev_per_a=5.10
H -0.88392 -2.46847 -0.24517 0.098 -0.037 0.500
P -1.84401 -1.48166 0.11208 0.423 0.779 -0.503
C -0.72806 -0.19130 0.14044 -2.855 -1.569 0.121
C -0.89221 1.24799 0.06236 -0.201 1.659 0.122
C 0.37753 1.63214 0.08189 1.492 -4.625 0.648
C 0.68054 -0.14340 0.24134 3.450 3.557 -1.211
P 2.20412 -0.85208 0.09991 -1.459 -0.471 -0.313
H 1.74675 -2.19934 -0.26751 0.206 0.591 0.549
H -1.65406 1.98193 -0.07771 -1.229 -0.327 -0.145
H 0.99333 2.47420 -0.14764 0.075 0.444 0.231


# 3
30
Properties=species:S:1:pos:R:3:forces:R:3 method="wB97M-V/def2-TZVPD" e_homo_ev=-4.2 multiplicity=1 total_charge=-1 energy_ev=-35503.3005 orbital_gap_ev=7.54 max_force_ev_per_a=2.84
C 1.69699 3.53276 0.45831 0.574 -0.286 0.887
C 2.31874 2.14505 0.90737 -0.464 0.542 0.469
P 1.83146 0.68134 -0.26004 1.217 1.058 1.064
O 1.14324 -0.14056 1.15438 -0.084 -0.654 -0.108
C 1.17222 -0.72746 -1.45224 -1.840 -0.552 1.055
F 0.68120 -0.19435 -2.67555 1.150 -0.767 0.772
F 2.14839 -1.71735 -1.67434 -1.103 0.813 -0.480
C -0.09972 -1.37202 -0.77695 -1.194 -1.072 0.290
C -0.05983 -2.72666 -0.19562 -1.767 1.899 -0.198
C -1.25457 -3.26020 0.45474 0.320 2.320 -1.106
C -2.45620 -2.43060 0.50086 0.431 0.327 -0.163
C -2.52742 -1.08848 -0.06776 2.531 -0.947 -0.865
C -3.77134 -0.17068 0.00099 1.754 0.060 1.339
F -4.24278 -0.20037 1.31562 -0.312 -0.032 -1.824
F -3.36979 1.14167 -0.19450 -1.146 -1.552 -0.181
F -4.77473 -0.47996 -0.87210 0.860 0.563 1.179
C -1.33065 -0.56100 -0.71970 0.326 -1.875 0.458
H 2.39086 4.02782 -0.26811 -0.867 -0.154 0.510
H 1.58393 4.15069 1.39983 0.271 -0.227 -1.155
H 0.65150 3.43815 0.04933 1.120 -0.120 0.122
H 1.90065 1.93591 1.93469 0.450 0.004 -1.087
H 3.43898 2.17578 1.02849 -0.908 0.218 -0.295
H 3.05921 -0.04366 0.01584 0.088 -0.300 -0.099
H 2.52848 1.30299 -1.38201 -0.357 0.091 -0.214
H 0.59961 1.38115 -0.53475 -0.311 -0.334 0.049
H 1.71725 -0.90125 1.36106 -0.342 0.541 -0.174
H 0.91254 -3.26242 -0.26005 -1.024 0.280 0.145
H -1.21780 -4.27410 0.91315 -0.249 0.996 -0.401
H -3.37025 -2.81607 1.02400 1.014 0.318 -0.562
H -1.30017 0.45389 -1.18497 -0.138 -1.153 0.577


# 4
51
Properties=species:S:1:pos:R:3:forces:R:3 method="wB97M-V/def2-TZVPD" e_homo_ev=-7.7 multiplicity=1 total_charge=-1 energy_ev=-57417.7294 orbital_gap_ev=9.45 max_force_ev_per_a=1.87
Na -0.28969 -0.35189 -0.02195 0.169 -0.230 -0.204
O -0.64852 0.88290 -2.36305 0.436 -0.140 0.960
C -1.45717 1.15127 -3.20781 -0.152 -0.321 -0.572
O -2.33016 2.10720 -3.19927 -0.573 0.291 0.404
B -3.28440 1.89987 -4.32177 -0.346 0.233 -1.370
O -2.67889 0.84324 -5.16325 0.301 -0.140 0.473
C -1.62390 0.36340 -4.52282 -0.218 0.506 0.360
O -0.87510 -0.50609 -4.82990 0.234 -0.775 -0.658
O -3.46356 3.14859 -5.09280 0.866 -0.277 0.297
C -4.57387 3.71932 -4.68592 -0.543 0.080 0.060
O -4.89834 4.85443 -4.85896 -0.165 0.168 -0.111
C -5.39092 2.63543 -3.92316 0.307 0.577 0.132
O -4.63764 1.54409 -3.88951 0.240 -0.276 0.487
O -6.45541 2.79738 -3.41577 -0.356 -0.209 -0.034
O -0.59729 -1.88790 2.23839 -0.472 0.900 0.155
C 0.30951 -1.60546 2.97771 0.777 -1.496 -0.132
O 0.30181 -1.25949 4.23961 0.010 0.230 -0.396
B 1.71578 -1.09009 4.68448 0.403 -0.241 0.796
O 2.57129 -1.50136 3.54072 -0.290 -0.122 0.366
C 1.79236 -1.84787 2.55188 -0.110 0.673 -1.073
O 2.12163 -2.19344 1.44198 -0.093 -0.119 0.537
O 1.97352 0.29730 5.04964 -0.067 0.481 -0.804
C 2.30293 0.39478 6.30985 -0.211 0.571 1.770
O 2.50882 1.40142 6.93354 0.100 -0.288 -0.468
C 2.29648 -1.03312 6.92019 0.338 -0.651 -1.677
O 2.01289 -1.85193 5.89652 -0.438 -0.049 -0.355
O 2.58238 -1.42289 7.99767 0.077 0.358 1.152
C 1.15400 -3.72492 -2.30557 -0.050 0.411 -0.188
C -0.01509 -2.77111 -2.03727 1.106 0.058 0.609
C -1.34810 -3.20306 -2.60159 -0.571 1.084 -0.009
O -0.10062 -2.59604 -0.59046 -0.584 -0.032 -0.503
H 0.99309 -4.69360 -1.82849 -0.145 -0.087 -0.180
H 2.07809 -3.31045 -1.89503 -0.073 0.073 0.108
H 1.33571 -3.83682 -3.37560 -0.193 -0.200 0.025
H 0.26770 -1.76715 -2.37070 -0.193 -0.212 -0.650
H -2.06516 -2.37396 -2.54069 0.078 -0.005 0.477
H -1.77478 -4.02406 -2.02854 0.138 -0.288 -0.298
H -1.34269 -3.32746 -3.68529 0.424 -0.632 0.087
H 0.60208 -3.10516 -0.17396 0.020 0.186 0.280
C 2.80538 1.94542 2.16849 1.151 0.418 0.046
C 1.39510 1.81034 1.57781 1.633 -0.134 -0.123
C 0.74903 3.15108 1.30261 -0.666 0.588 0.731
O 1.50386 1.09196 0.32826 -0.560 -0.366 0.241
H 2.88612 1.82465 3.24949 -0.515 0.354 0.041
H 3.28901 2.88718 1.88317 -0.274 0.137 0.142
H 3.52675 1.19779 1.82216 -0.563 -0.347 -0.342
H 0.91998 1.15090 2.30825 -0.845 0.129 -0.447
H 1.41120 3.81254 0.74009 0.187 -0.202 -0.016
H 0.50379 3.67857 2.23004 0.257 -0.089 0.082
H -0.19741 3.13403 0.75911 0.074 -0.522 -0.112
H 2.13844 1.56023 -0.22251 -0.058 -0.054 -0.097